Below is a structure of composition C26H25N5V, with properties calculated with ωB97M-V/def2-TZVPD.

```
! wB97M-V def2-TZVPD RIJCOSX def2/J DEFGRID3
* xyz 2 2
C 0.551 -2.663 1.130
N -0.048 2.673 1.923
C -0.397 -1.718 0.749
N -2.150 0.336 -0.567
H -2.695 2.332 -0.163
C 0.428 -3.956 0.654
C 3.946 -1.705 -1.479
H -3.051 0.599 -2.463
H -3.308 -1.047 0.528
C 1.275 -1.601 -2.258
H 3.162 3.954 -3.025
H 4.039 -3.521 -2.616
H -2.331 -0.673 5.192
H 1.393 -2.392 1.755
H 0.238 -1.555 -2.563
H 1.164 -4.704 0.918
C 1.406 1.801 -1.131
H 3.561 0.128 -0.428
C 1.817 -0.612 -1.450
N -0.886 0.509 2.409
C -1.597 -3.363 -0.524
C 2.081 -2.650 -2.677
C -0.640 -4.299 -0.176
H 4.985 -1.746 -1.182
C -1.698 1.369 4.933
H -2.443 -3.655 -1.136
H -4.063 1.238 -0.446
H -0.730 -5.313 -0.542
N 0.969 0.456 -0.963
C 0.989 2.712 -0.152
H -1.571 1.560 -2.195
C -2.048 0.595 -2.034
H -1.569 -1.360 2.937
N 0.252 2.082 0.875
H -2.012 1.699 5.914
C 2.210 2.248 -2.168
C 3.412 -2.704 -2.286
H 0.991 4.731 0.591
C 3.150 -0.652 -1.057
C -1.876 0.057 4.538
C 2.544 3.594 -2.213
C -1.093 2.263 4.050
C -1.454 -0.339 3.274
H 2.392 5.538 -1.310
C -3.082 1.331 0.023
C -1.495 -2.050 -0.059
H -1.448 -0.183 -2.497
H 1.671 -3.420 -3.316
H -3.176 1.158 1.093
H -0.910 3.298 4.304
C 1.328 4.060 -0.188
C -2.631 -1.073 -0.327
C -0.713 1.785 2.820
H 2.561 1.562 -2.927
C 2.109 4.497 -1.240
H -3.209 -1.390 -1.196
V -0.298 0.180 0.343
*
```

Calculated values
⟨S²⟩: 0.897
Orbital gap (spin up / spin down), hartree: 0.235 / 0.230


Below is the molecule C3H6N2O3, with properties calculated with ωB97M-V/def2-TZVPD.

```
! wB97M-V def2-TZVPD RIJCOSX def2/J DEFGRID3
* xyz 0 1
H -3.075 -0.564 0.021
H 1.813 1.845 0.664
C 1.291 -1.094 -0.240
O 0.355 0.958 1.195
H -1.742 1.239 0.499
N -1.039 0.550 0.634
N -2.373 -0.868 -0.670
H 1.127 -1.286 0.952
C 0.979 1.328 0.075
O -0.054 -1.186 -0.831
H 1.757 -2.085 -0.542
O 1.681 0.090 -0.644
H 0.460 1.691 -0.745
C -1.179 -0.620 -0.368
*
```

Calculated values
SMILES string: [H]/N=C1\NOCOCO1
Orbital gap, hartree: 0.384


Below is the molecule C18H19NO7, with properties calculated with ωB97M-V/def2-TZVPD.

```
! wB97M-V def2-TZVPD RIJCOSX def2/J DEFGRID3
* xyz 0 1
O 4.038 1.259 1.392
H -2.534 1.872 1.558
H -2.275 -1.502 1.427
H -2.599 -3.225 1.748
C -2.001 1.832 0.619
H 3.388 -1.948 -0.422
C -0.008 1.987 2.016
O 1.446 2.049 -0.502
C 2.577 -0.383 0.787
O -0.623 2.446 2.955
H -4.151 1.372 -4.165
C 0.102 1.896 -0.551
C 2.542 -1.628 0.166
C 2.167 2.183 -1.708
H -1.639 -2.276 2.908
C -1.991 1.663 -1.759
C 1.382 1.404 2.193
C 1.459 -2.484 0.277
O 4.402 0.184 -0.426
H 3.196 2.389 -1.418
H 1.789 3.015 -2.308
H -4.340 0.575 -2.585
C -1.867 -2.425 1.849
H 1.084 -5.534 -0.816
C -3.944 1.455 -3.100
C 0.409 -0.806 1.656
H 2.140 1.260 -2.294
H -0.097 1.753 -2.691
O 1.596 -3.656 -0.390
O -0.736 -2.864 1.131
C -0.612 1.906 0.668
C 1.494 0.057 1.549
N 3.748 0.409 0.574
C 0.660 -4.704 -0.252
C -2.700 1.702 -0.562
C -0.600 1.772 -1.739
H -3.776 1.636 -0.541
H 0.537 -4.999 0.792
H 1.584 1.328 3.265
H -0.429 -0.471 2.245
H 2.110 2.103 1.778
O -2.542 1.531 -2.990
H -4.426 2.355 -2.707
C 0.350 -2.050 1.042
H -0.312 -4.438 -0.671
*
```

Calculated values
SMILES string: COc1ccc(C(=O)Cc2cc(OC)c(OC)cc2[N+](=O)[O-])c(OC)c1
Orbital gap, hartree: 0.305


Let's list maximum force in order: 1.29 6.31 1.60 eV/A.
Let's list E_tot in order: -2222.995816 -452.956620 -1278.603447 hartree.
Let's list ΔE to the lowest compared entry with this formula, charge and spin in order: 0.0 641.7 62.0 kJ/mol.